#one
Here is C4H9INO as an isolated structure from OMol25. Energies are from wB97M-V/def2-TZVPD.

Net charge: +1
HOMO-LUMO gap, eV: 8.6

Each line ends with the natural charge from an NBO analysis.
Geometry (Å):
C (-0.08, -0.94, -0.40)  0.714
C (-0.52, 1.28, 0.97)  -0.609
C (0.09, 1.21, -1.55)  -0.682
C (0.16, 0.49, -0.26)  -0.118
N (-0.01, -2.03, 0.98)  -0.873
O (-0.05, -1.61, -1.34)  -0.427
I (2.42, 0.11, 0.35)  0.161
H (-1.54, 1.33, 0.82)  0.231
H (-0.16, 2.26, 0.97)  0.248
H (-0.40, 0.79, 1.96)  0.224
H (0.46, 2.23, -1.47)  0.259
H (-0.95, 1.21, -1.97)  0.257
H (0.65, 0.79, -2.37)  0.259
H (0.15, -1.80, 1.97)  0.455
H (0.67, -2.85, 0.67)  0.461
H (-0.90, -2.47, 0.67)  0.439

#two
Here is C4H9INO as an isolated structure from OMol25. Energies are from wB97M-V/def2-TZVPD.

Net charge: +1
HOMO-LUMO gap (spin up / spin down), eV: 7.5 / 7.4

Each line ends with the natural charge from an NBO analysis.
Geometry (Å):
C (1.10, 1.03, -0.02)  0.684
C (-0.03, -0.57, -1.35)  -0.700
C (0.10, -0.77, 1.22)  -0.651
C (-0.02, 0.13, -0.08)  -0.080
N (-1.31, 0.88, 0.19)  -0.709
O (1.24, 2.18, 0.08)  -0.428
I (3.51, -0.40, -0.25)  -0.137
H (0.33, -1.54, -1.51)  0.299
H (0.53, -0.15, -2.28)  0.288
H (-0.99, -0.86, -1.68)  0.249
H (-0.73, -1.51, 1.43)  0.253
H (0.17, -0.33, 2.19)  0.248
H (0.94, -1.44, 1.04)  0.282
H (-1.37, 1.15, 1.24)  0.461
H (-2.16, 0.32, -0.07)  0.474
H (-1.31, 1.90, -0.14)  0.467

The winner here is #one, beating the second structure by 32.2 kcal/mol.

#one
Here is a 2-piece molecular cluster, C4H9INO overall from OMol25. Energies are from wB97M-V/def2-TZVPD.

Net charge: +1
HOMO-LUMO gap (spin up / spin down), eV: 6.7 / 9.5

Each line ends with the natural charge from an NBO analysis.
Geometry (Å):
C (0.42, -1.83, -0.06)  -0.264
C (1.41, -0.68, 0.04)  -0.113
C (-0.57, 0.25, 0.46)  0.217
C (-0.69, 2.89, -0.53)  -0.384
N (-0.95, -1.06, -0.18)  -0.576
O (0.64, 0.46, -0.11)  -0.524
I (-0.62, 0.35, 2.54)  0.270
H (0.62, -2.42, -0.92)  0.242
H (0.40, -2.61, 0.82)  0.258
H (1.79, -0.66, 1.04)  0.199
H (2.24, -0.67, -0.62)  0.235
H (-1.65, 3.04, -0.14)  0.187
H (-0.43, 2.57, -1.60)  0.195
H (0.17, 3.00, 0.08)  0.178
H (-1.14, -1.00, -1.10)  0.430
H (-1.63, -1.63, 0.30)  0.450

#two
Here is an isolated ion of composition C4H9INO and charge +1 from OMol25. Energies are from wB97M-V/def2-TZVPD.

Net charge: +1
HOMO-LUMO gap, eV: 8.4

Each line ends with the natural charge from an NBO analysis.
Geometry (Å):
C (-0.36, 0.71, -1.70)  -0.257
C (0.69, -0.11, -0.93)  -0.050
C (0.60, -0.44, 1.59)  0.509
C (0.07, 0.04, 2.87)  -0.756
N (-1.34, -0.19, -2.24)  -0.834
O (0.40, 0.16, 0.54)  -0.421
I (1.70, -2.22, 1.49)  0.295
H (-0.93, 1.29, -1.04)  0.230
H (0.18, 1.31, -2.51)  0.204
H (0.60, -1.21, -1.15)  0.238
H (1.70, 0.19, -0.86)  0.222
H (-1.01, 0.35, 2.81)  0.296
H (0.65, 1.03, 3.10)  0.302
H (0.20, -0.57, 3.71)  0.274
H (-2.05, 0.43, -2.64)  0.374
H (-1.11, -0.77, -3.03)  0.373

The winner here is #two, beating the second structure by 73.0 kcal/mol.

#one
Here is a 2-piece molecular cluster, C2H6OS2 overall from OMol25. Energies are from wB97M-V/def2-TZVPD.

Net charge: 0
HOMO-LUMO gap, eV: 9.0

Each line ends with the natural charge from an NBO analysis.
Geometry (Å):
S (-2.33, 1.73, -0.92)  -0.123
S (-2.94, -0.21, -0.56)  -0.129
H (-1.64, 1.48, -2.05)  0.132
H (-4.09, -0.17, -1.22)  0.132
C (2.50, -0.79, 0.94)  -0.516
C (1.24, -0.47, 0.70)  0.139
O (0.87, 0.73, 0.17)  -0.690
H (2.71, -1.74, 1.39)  0.206
H (3.32, -0.12, 0.71)  0.206
H (0.42, -1.15, 0.94)  0.162
H (-0.05, 0.70, -0.10)  0.481

#two
Here is a 2-piece molecular cluster, C2H6OS2 overall from OMol25. Energies are from wB97M-V/def2-TZVPD.

Net charge: 0
HOMO-LUMO gap, eV: 9.6

Each line ends with the natural charge from an NBO analysis.
Geometry (Å):
S (0.13, 3.10, 0.32)  -0.134
S (0.85, 3.65, -1.54)  -0.136
H (-0.70, 2.11, -0.05)  0.146
H (-0.27, 4.23, -1.99)  0.124
O (-0.67, -0.23, 0.85)  -0.538
C (0.13, -1.13, 0.87)  0.449
C (-0.08, -2.48, 0.24)  -0.733
H (1.15, -0.93, 1.23)  0.105
H (-0.09, -2.26, -0.83)  0.249
H (0.65, -3.24, 0.49)  0.226
H (-1.10, -2.82, 0.42)  0.241

#three
Here is a 2-piece molecular cluster, C2H6OS2 overall from OMol25. Energies are from wB97M-V/def2-TZVPD.

Net charge: 0
HOMO-LUMO gap, eV: 10.1

Each line ends with the natural charge from an NBO analysis.
Geometry (Å):
C (1.90, -0.04, -0.04)  -0.389
C (1.76, 1.23, -0.40)  -0.389
O (-1.54, 0.82, -0.49)  -0.930
S (-3.30, -1.52, 0.41)  -0.237
S (-1.53, -0.31, 0.46)  0.966
H (-4.08, -0.99, 1.34)  0.140
H (1.18, -0.68, 0.34)  0.166
H (2.90, -0.60, -0.26)  0.189
H (0.85, 1.77, -0.22)  0.218
H (2.72, 1.67, -0.70)  0.203
H (-0.86, -1.34, -0.44)  0.064

#four
Here is a 2-piece molecular cluster, C2H6OS2 overall from OMol25. Energies are from wB97M-V/def2-TZVPD.

Net charge: 0
HOMO-LUMO gap, eV: 8.9

Each line ends with the natural charge from an NBO analysis.
Geometry (Å):
S (-1.85, 0.36, 1.21)  -0.131
S (-0.63, -1.28, 0.99)  -0.137
H (-1.30, 0.80, 2.35)  0.127
H (-0.58, -0.92, -0.29)  0.143
C (1.06, 1.46, -2.23)  -0.538
C (1.63, 0.79, -1.18)  0.159
O (2.35, -0.32, -1.30)  -0.678
H (1.21, 2.47, -2.56)  0.225
H (0.52, 0.81, -3.09)  0.193
H (2.03, 1.30, -0.27)  0.149
H (2.77, -0.66, -0.54)  0.488

The winner here is #two, beating the second structure by 7.9 kcal/mol.

#one
Here is C20H21FN2O2 as an isolated structure from OMol25. Energies are from wB97M-V/def2-TZVPD.

Net charge: 0
HOMO-LUMO gap, eV: 7.7

Each line ends with the natural charge from an NBO analysis.
Geometry (Å):
C (-2.55, 0.05, -4.18)  -0.686
C (-2.48, 0.71, -2.88)  0.577
O (-3.39, 1.20, -2.26)  -0.514
C (-1.04, 0.76, -2.35)  -0.182
C (-0.86, 1.39, -1.34)  -0.153
C (0.44, 1.66, -0.61)  -0.262
C (1.56, 1.13, -1.14)  0.096
C (1.39, 0.12, -2.27)  0.433
C (0.20, 0.08, -2.90)  -0.304
H (0.02, -0.40, -3.84)  0.224
F (2.51, -0.39, -2.71)  -0.309
N (2.96, 0.90, -0.44)  -0.495
C (2.98, 1.79, 0.47)  -0.239
H (2.43, 2.77, 0.67)  0.246
C (2.82, 1.00, 1.94)  -0.231
N (2.18, -0.01, 1.69)  -0.501
C (0.72, -0.22, 1.86)  0.708
O (0.22, 0.66, 2.56)  -0.598
C (0.12, -1.68, 1.61)  -0.498
C (-1.29, -1.42, 1.87)  0.032
C (-2.15, -1.15, 0.81)  -0.279
C (-3.44, -0.82, 1.23)  -0.121
C (-3.99, -1.33, 2.50)  -0.243
C (-3.09, -1.65, 3.41)  -0.175
C (-1.68, -2.17, 3.14)  -0.163
H (-1.16, -2.29, 3.85)  0.152
H (-3.58, -2.08, 4.15)  0.182
H (-5.05, -1.36, 2.76)  0.220
H (-4.20, -0.48, 0.36)  0.213
H (-1.90, -0.70, -0.13)  0.226
H (0.67, -2.50, 2.09)  0.255
H (0.34, -1.77, 0.35)  0.207
C (2.97, -1.03, 0.97)  -0.256
H (3.77, -1.41, 1.42)  0.197
H (2.40, -1.85, 0.49)  0.218
C (3.60, -0.25, -0.07)  -0.200
H (3.57, -1.02, -1.21)  0.208
H (4.57, 0.30, 0.01)  0.231
H (3.76, 0.94, 2.56)  0.191
H (2.26, 1.77, 2.76)  0.229
H (3.97, 2.33, 0.61)  0.161
H (0.61, 2.36, 0.49)  0.270
H (-1.58, 2.06, -0.77)  0.244
H (-1.85, 0.48, -5.12)  0.237
H (-3.39, -0.01, -4.55)  0.209
H (-2.38, -1.10, -4.09)  0.242

#two
Here is a 2-piece molecular cluster, C20H21FN2O2 overall from OMol25. Energies are from wB97M-V/def2-TZVPD.

Net charge: 0
HOMO-LUMO gap, eV: 8.2

Each line ends with the natural charge from an NBO analysis.
Geometry (Å):
O (2.45, 1.42, 0.73)  -0.635
C (1.25, 1.60, 0.27)  0.637
N (0.88, 1.16, -1.00)  -0.588
H (0.03, 1.37, -1.38)  0.398
C (1.94, 0.87, -2.03)  -0.275
C (2.42, 1.66, -3.17)  -0.305
C (3.47, 1.01, -4.21)  -0.373
H (3.77, 1.85, -4.71)  0.232
H (3.85, 0.32, -3.81)  0.185
C (2.50, 0.36, -5.32)  -0.374
C (1.60, -1.02, -5.00)  0.076
C (0.20, -0.77, -4.97)  -0.301
C (-0.47, -1.60, -4.34)  -0.146
C (0.11, -3.09, -3.99)  -0.256
C (1.43, -3.03, -4.15)  -0.180
C (2.41, -2.09, -4.56)  -0.271
H (3.46, -2.04, -4.54)  0.236
H (2.11, -4.04, -3.82)  0.171
H (-0.60, -3.88, -3.60)  0.243
H (-1.47, -1.82, -4.29)  0.207
H (-0.25, 0.23, -5.17)  0.223
H (3.36, -0.20, -6.16)  0.172
H (1.85, 0.92, -5.87)  0.191
H (2.92, 2.35, -2.72)  0.183
H (1.12, 1.95, -3.76)  0.131
H (2.81, 0.40, -1.38)  0.224
H (1.65, -0.14, -2.40)  0.197
C (0.01, 2.11, 0.87)  -0.001
C (0.29, 1.82, 2.34)  -0.414
C (-1.03, 1.00, 2.51)  0.222
N (-1.83, 0.90, 1.31)  -0.108
O (-1.19, 1.80, 0.32)  -0.385
C (-1.56, 0.26, 3.66)  -0.063
C (-2.66, -0.32, 3.59)  -0.269
C (-3.08, -1.05, 4.72)  0.420
C (-2.51, -1.24, 5.92)  -0.263
C (-1.39, -0.22, 5.91)  -0.177
C (-0.62, 0.19, 4.91)  -0.209
H (0.11, 0.88, 4.84)  0.213
H (-0.62, -0.42, 6.76)  0.196
H (-2.65, -1.60, 6.93)  0.262
F (-4.08, -2.01, 4.64)  -0.352
H (-3.21, -0.48, 2.61)  0.272
H (0.19, 2.83, 3.02)  0.230
H (1.02, 1.30, 2.48)  0.216
H (0.11, 3.37, 0.85)  0.212

The winner here is #one, beating the second structure by 36.6 kcal/mol.

#one
Here is a 2-piece molecular cluster, H2NO3S overall from OMol25. Energies are from wB97M-V/def2-TZVPD.

Net charge: -1
HOMO-LUMO gap (spin up / spin down), eV: 9.4 / 5.1

Each line ends with the natural charge from an NBO analysis.
Geometry (Å):
N (2.26, -0.16, -0.66)  -0.631
O (-1.60, 0.40, -1.21)  -0.984
O (-2.31, -1.17, 0.57)  -1.001
O (-1.22, 0.95, 1.25)  -0.992
S (-1.49, 0.00, 0.19)  2.032
H (2.89, -0.34, 0.15)  0.274
H (1.48, 0.32, -0.29)  0.302

#two
Here is a 2-piece molecular cluster, H2NO3S overall from OMol25. Energies are from wB97M-V/def2-TZVPD.

Net charge: -1
HOMO-LUMO gap (spin up / spin down), eV: 9.4 / 5.9

Each line ends with the natural charge from an NBO analysis.
Geometry (Å):
N (2.13, -0.41, -0.22)  -0.653
O (-1.47, -1.13, 0.21)  -1.000
O (-1.21, 1.20, 1.21)  -0.987
O (-1.38, 0.79, -1.24)  -0.996
S (-1.07, 0.28, 0.06)  2.035
H (1.50, 0.47, 0.07)  0.299
H (1.50, -1.20, -0.09)  0.301

The winner here is #two, beating the second structure by 1.9 kcal/mol.

#one
Here is a 2-piece molecular cluster, C2H9N2S2 overall from OMol25. Energies are from wB97M-V/def2-TZVPD.

Net charge: +1
HOMO-LUMO gap, eV: 9.6

Each line ends with the natural charge from an NBO analysis.
Geometry (Å):
C (-0.04, 0.99, -1.61)  -0.312
C (0.09, 0.19, -0.35)  0.221
N (1.28, -0.06, 0.26)  -0.725
N (-1.41, 1.25, -1.75)  -0.813
S (-1.37, -0.27, 0.36)  0.298
S (0.83, -1.95, 2.55)  -0.273
H (0.20, 0.31, -2.50)  0.264
H (0.74, 1.63, -1.68)  0.221
H (1.42, -0.78, 1.04)  0.426
H (2.05, 0.43, -0.11)  0.413
H (-1.70, 1.23, -2.65)  0.386
H (-1.80, 2.21, -1.35)  0.396
H (-0.06, -3.04, 2.91)  0.233
H (-0.69, -0.85, 1.32)  0.109
H (0.46, -1.30, 3.56)  0.156

#two
Here is a 2-piece molecular cluster, C2H9N2S2 overall from OMol25. Energies are from wB97M-V/def2-TZVPD.

Net charge: +1
HOMO-LUMO gap, eV: 10.0

Each line ends with the natural charge from an NBO analysis.
Geometry (Å):
C (-0.25, -1.20, -0.28)  -0.691
C (-0.03, -0.08, 0.65)  0.204
N (-1.03, 0.02, 1.58)  -0.740
N (-0.55, 1.26, -0.92)  -1.002
S (2.68, 0.08, -0.60)  -0.081
S (1.47, 0.52, 1.00)  0.313
H (0.25, -1.25, -1.31)  0.260
H (0.07, -2.15, 0.22)  0.277
H (-1.30, -1.19, -0.43)  0.225
H (-1.96, -0.15, 1.27)  0.412
H (-0.93, 0.65, 2.36)  0.417
H (-0.09, 0.73, -1.67)  0.397
H (-1.59, 1.31, -1.11)  0.401
H (-0.23, 2.27, -0.87)  0.416
H (3.49, -0.84, 0.09)  0.191

The winner here is #two, beating the second structure by 19.6 kcal/mol.